# 1
DFT (ωB97M-V/def2-TZVPD) results for a 2-piece molecular cluster, CH7NO overall in a non-equilibrium geometry.

Structure (ORCA input):
```
! RIJCOSX wB97M-V def2-TZVPD def2/J DEFGRID3
* xyz 0 1
O -1.37048 -0.58707 1.69683
N 0.28183 -0.13625 -1.60631
C 0.61773 0.72182 -0.44707
H -1.16662 -0.57151 2.60359
H 0.63540 1.78946 -0.81412
H -0.58364 -0.95485 1.28464
H 1.75837 0.43588 -0.15707
H 0.48627 -1.09125 -1.39800
H 0.10910 0.54367 0.52435
H -0.76795 -0.14988 -1.68684
*
```

Summary:
**HOMO energy**: -9.6 eV
**HOMO-LUMO gap**: 0.382 hartree
**Largest force on an atom**: 3.47 eV/A
**ΔE to the lowest compared entry with this formula, charge and spin**: 0.623 eV

In elementary charge units, the Mulliken charges are: -0.650, -0.581, -0.518, 0.313, 0.265, 0.320, 0.253, 0.238, 0.109, 0.249

# 2
DFT (ωB97M-V/def2-TZVPD) results for a 4-piece molecular cluster, C31H72NO11PS3 overall in a non-equilibrium geometry.

Structure (ORCA input):
```
! RIJCOSX wB97M-V def2-TZVPD def2/J DEFGRID3
* xyz 0 1
S 0.55065 -1.65600 -5.64538
S -6.32043 -3.06440 5.80427
S -4.73351 5.13401 -2.93848
P -2.88616 1.66593 -0.75406
O -3.58853 5.98018 -2.75541
O -0.99929 0.77297 1.08328
O 1.19193 -2.66629 -4.84914
O -7.77669 -3.75152 5.83142
O -5.98558 6.03888 -3.39153
O 1.66698 -0.90218 -6.53064
O -2.24458 -1.09158 2.82921
O -5.53388 -3.68663 4.77504
O -5.84059 -2.94077 7.15140
O -5.16891 4.21643 -1.91857
O -0.57981 -1.95688 -6.47935
N -1.72935 1.90318 -1.83229
C 5.42672 1.08204 2.95410
C 1.78933 -2.16679 -8.62191
C 4.76927 -1.12009 -2.22079
C -7.57888 -5.61440 7.40700
C -1.46208 -1.62297 1.75936
C 1.81605 -3.61651 1.14535
C 3.20563 2.49260 -1.68493
C 4.95479 2.52684 2.49286
C -6.83805 -1.46872 5.24843
C 2.51089 -1.69475 -7.37285
C 2.42135 -3.68883 -0.30672
C 3.71977 -2.26766 -1.95624
C -3.61721 -1.47036 2.66801
C 4.46225 0.17412 -1.40453
C -4.53717 4.24968 -4.45541
C 7.85554 0.05553 2.91195
C 6.86049 1.05210 3.59696
C 2.34580 3.02265 -0.45461
C -0.19965 -2.43403 2.26073
C 0.25070 -3.39672 1.08628
C 4.27000 2.38041 1.09453
C -7.85111 -5.17477 5.98016
C -2.25683 1.40348 1.00094
C 3.27096 3.53167 0.72999
C -1.04834 -0.57607 0.65170
C -6.69638 6.76712 -2.38238
C 7.30870 -1.40310 2.74197
C 3.15544 0.92481 -1.85625
C -5.93295 7.99461 -1.91997
C 3.71897 -2.77431 -0.47228
C 0.12867 -0.28933 -4.60619
H -4.21255 -0.73464 3.26032
H 2.61934 3.70456 1.61347
H -0.07229 -2.99228 0.10434
H 6.76942 0.79507 4.67996
H 5.32834 0.87957 -1.45214
H 2.48359 -2.66487 -9.30080
H 2.92454 -2.53744 -6.81292
H 6.32169 -1.44962 2.22387
H -2.10076 -2.39021 1.24376
H 7.30728 2.06971 3.49513
H -8.21734 -5.07108 8.10529
H -0.53730 -2.98835 3.15977
H -8.86593 -5.46178 5.70209
H -3.84519 2.73251 -0.70061
H -3.63742 0.49473 -1.09982
H -5.63933 8.60866 -2.77262
H 5.06906 2.31398 0.32158
H -7.75824 -6.68484 7.51914
H -3.07058 0.91357 1.58654
H 1.69234 -3.33965 -1.07684
H 3.62785 -1.95222 0.27183
H 8.18246 0.43435 1.91882
H -6.54409 8.59368 -1.24309
H 4.93546 -0.93984 -3.31013
H -7.63980 7.07800 -2.83263
H -1.90125 2.80959 -2.26816
H 1.32649 -1.32531 -9.13982
H -2.12603 2.41925 1.44918
H 2.71097 -1.92566 -2.28572
H -5.96282 -0.82127 5.25011
H 0.99111 -0.02838 -3.99649
H -5.41750 3.63335 -4.62182
H 3.34799 -1.05694 -7.65975
H 2.74360 -4.72981 -0.55089
H 1.61945 3.80780 -0.75242
H 8.78057 -0.01584 3.53534
H 3.69403 1.42697 1.05262
H -7.58755 -1.08311 5.93621
H -3.96220 -1.39738 1.61166
H 3.03270 0.72456 -2.94804
H -4.40171 4.96516 -5.26358
H -7.24004 -1.55815 4.24180
H -6.94050 6.11319 -1.54137
H 0.59364 -1.68234 2.45969
H -0.27380 -4.35876 1.26775
H -5.02040 7.71576 -1.39222
H 3.80709 4.46871 0.44179
H 5.74583 -1.51960 -1.83947
H 2.25655 0.48001 -1.36098
H -0.70046 -0.60030 -3.97285
H 4.60873 -3.40102 -0.23248
H 5.45131 0.46579 2.02128
H -0.17533 0.54723 -5.23139
H 4.34242 -0.12585 -0.34195
H -0.00539 -0.83644 0.34460
H 7.27834 -1.92245 3.72383
H 8.01661 -1.96777 2.08472
H 1.96335 -4.61911 1.61039
H -3.65060 3.62411 -4.35861
H -6.54517 -5.41452 7.69060
H 0.99499 -2.87188 -8.37532
H 2.32876 -2.87587 1.79488
H 1.81195 2.12830 -0.05258
H 4.26329 2.93321 3.27180
H 4.06807 -3.13067 -2.57606
H 4.66892 0.60747 3.62204
H 5.84643 3.19196 2.44942
H 2.71042 2.91373 -2.59425
H -3.83941 -2.47099 3.10559
H -1.68425 -0.75331 -0.24579
H 4.23829 2.89860 -1.64131
H -7.17304 -5.66710 5.27857
*
```

Summary:
**HOMO energy**: -8.4 eV
**HOMO-LUMO gap**: 0.327 hartree
**Largest force on an atom**: 1.83 eV/A

Atom charges from the Mulliken analysis, given in e for atoms 1 to 99: 1.262, 1.210, 1.218, 0.364, -0.615, -0.331, -0.605, -0.269, -0.272, -0.257, -0.480, -0.611, -0.607, -0.644, -0.639, -0.489, 0.338, -1.035, -1.293, -0.977, 0.057, -0.792, -1.135, -0.787, -0.961, -0.331, -0.725, -0.320, -0.631, 0.319, -0.904, -0.530, -0.648, -0.116, -0.877, -0.701, 0.068, -0.331, -0.078, -1.122, 0.121, -0.321, -0.797, 0.573, -0.986, -0.159, -0.634, 0.149, 0.407, 0.451, 0.331, 0.504, 0.389, 0.320, 0.073, 0.399, 0.274, 0.264, 0.377, 0.273, 0.018, 0.048, 0.262, 0.185, 0.387, -0.045, 0.290, -0.024, 0.293, 0.386, 0.374, 0.275, 0.129, 0.265, 0.373, 0.095, 0.343, -0.094, 0.308, 0.287, 0.428, 0.344, 0.346, 0.016, 0.368, 0.323, 0.048, 0.345, 0.314, 0.305, 0.327, 0.389, 0.295, 0.266, 0.366, -0.190, 0.391, 0.256, -0.509

# 3
DFT (ωB97M-V/def2-TZVPD) results for a 2-piece molecular cluster, C6H11ClF2 overall in a non-equilibrium geometry.

Structure (ORCA input):
```
! RIJCOSX wB97M-V def2-TZVPD def2/J DEFGRID3
* xyz 0 1
Cl -2.50217 -0.72826 -0.34783
F 0.15660 2.08430 -0.51779
F 0.03631 -1.98446 0.57713
C -1.06979 1.46488 -0.79049
C 1.73748 -0.28572 0.65586
C 0.80475 -1.15694 -1.52886
C -1.12693 0.53968 1.59642
C -1.16694 0.24344 0.14146
C 0.60638 -0.93463 -0.09819
H 1.62174 -1.88202 -1.58637
H 1.40379 0.36993 1.37788
H -0.57681 -0.35212 2.11885
H 1.03501 -0.20443 -1.90914
H 2.23692 -1.15828 1.16197
H -1.84163 2.14085 -0.66586
H -2.15443 0.81560 1.95679
H -0.95191 1.16904 -1.86766
H -0.48972 1.36113 1.79929
H 2.26410 0.13683 -0.13067
H -0.02278 -1.63880 -1.94281
*
```

Summary:
**HOMO energy**: -8.6 eV
**HOMO-LUMO gap**: 0.348 hartree
**Largest force on an atom**: 5.24 eV/A
**ΔE to the lowest compared entry with this formula, charge and spin**: 1.509 eV

In elementary charge units, the Mulliken charges are: -0.178, -0.296, -0.346, -0.687, -1.320, -1.800, -1.313, 0.747, 1.123, 0.432, 0.348, 0.265, 0.447, 0.383, 0.402, 0.381, 0.276, 0.337, 0.404, 0.393

# 4
DFT (ωB97M-V/def2-TZVPD) results for a 2-piece molecular cluster, C5H15NO2 overall in a non-equilibrium geometry.

Structure (ORCA input):
```
! RIJCOSX wB97M-V def2-TZVPD def2/J DEFGRID3
* xyz 0 1
O 3.47458 -2.34884 -0.70487
O 1.95557 0.05834 -1.34938
N -1.91307 -0.18481 0.32078
C 0.84400 0.06481 -0.48926
C -1.44825 1.10947 -0.23541
C 1.28599 0.40716 0.93882
C -3.04772 -0.02538 1.21990
C -0.23482 0.93918 -1.11848
H -0.46040 0.40175 -2.04562
H 2.34413 -0.83402 -1.39742
H 1.98472 1.25824 0.89529
H -4.02408 -0.23827 0.77558
H 0.49874 0.69743 1.61396
H -3.11079 0.99602 1.61258
H 1.83943 -0.45000 1.31055
H -1.23709 1.75823 0.61514
H -2.95640 -0.65205 2.10577
H -2.28805 1.58438 -0.75638
H -2.22944 -0.73030 -0.47684
H 3.81228 -2.09758 0.16019
H 0.25639 1.88413 -1.35555
H 4.23899 -2.66211 -1.21342
H 0.41528 -0.93579 -0.42594
*
```

Summary:
**HOMO energy**: -8.7 eV
**HOMO-LUMO gap**: 0.345 hartree
**Largest force on an atom**: 1.33 eV/A
**ΔE to the lowest compared entry with this formula, charge and spin**: 1.065 eV

In elementary charge units, the Mulliken charges are: -0.648, -0.573, -0.240, 0.562, -0.813, -1.308, -0.911, -0.820, 0.249, 0.361, 0.297, 0.307, 0.372, 0.282, 0.241, 0.458, 0.299, 0.459, 0.231, 0.319, 0.302, 0.308, 0.265